C6H10N as an isolated structure in a non-equilibrium geometry, computed with the ωB97M-V functional and the def2-TZVPD basis.

Geometry as XYZ:
```
17
Properties=species:S:1:pos:R:3:mulliken_charge:R:1
C 2.056 1.013 -0.245 -0.20
C 1.908 -1.095 -0.122 -0.22
C 1.038 0.083 -0.339 0.26
C -1.359 1.388 -0.060 -1.25
C -1.482 -1.145 -0.020 -1.22
C -0.838 0.093 0.459 0.33
N 2.559 0.046 0.479 -0.22
H 2.265 2.060 -0.311 0.37
H 1.587 -1.876 0.564 0.27
H 2.427 -1.490 -0.989 0.28
H -1.555 1.345 -1.129 0.34
H -0.692 2.220 0.154 0.39
H -2.304 1.606 0.444 0.39
H -1.527 -1.195 -1.105 0.35
H -2.516 -1.112 0.336 0.38
H -1.030 -2.048 0.380 0.38
H -0.534 0.107 1.502 0.37
```

Electronic energy ... -288.94208 a.u.
Orbital gap ... 9.65 eV
Total charge ... +1
LUMO ... -0.1865 hartree
Relative energy (zero: lowest compared OMol25 entry of this formula, charge and spin) ... 369.9 kJ/mol
Molar mass ... 96.2 g mol⁻¹



An isolated ion of composition C6H10N and charge +1 in a non-equilibrium geometry, computed with the ωB97M-V functional and the def2-TZVPD basis.

Geometry as XYZ:
```
17
Properties=species:S:1:pos:R:3:mulliken_charge:R:1
C -0.124 1.558 0.195 -0.25
C 1.146 1.027 0.133 -0.31
C -1.354 0.917 -0.035 -0.01
C 1.436 -0.278 -0.259 0.39
C 2.787 -0.764 -0.029 -1.12
C -2.787 -0.933 -0.001 -0.97
N -1.531 -0.352 -0.100 -0.29
H -0.302 2.597 0.479 0.36
H 2.067 1.667 0.417 0.30
H -2.154 1.656 -0.306 0.36
H 0.578 -0.970 -0.626 0.36
H 2.953 -0.682 1.084 0.34
H 3.782 -0.282 -0.345 0.38
H 2.957 -1.736 -0.546 0.34
H -2.669 -2.056 0.173 0.29
H -3.312 -0.901 -0.891 0.43
H -3.475 -0.465 0.655 0.38
```

Electronic energy ... -288.98469 a.u.
Orbital gap (spin up / spin down) ... 7.24 / 7.24 eV
Total charge ... +1
LUMO (spin up / spin down) ... -0.2528 / -0.2528 hartree
Relative energy (zero: lowest compared OMol25 entry of this formula, charge and spin) ... 258.0 kJ/mol
Molar mass ... 96.2 g mol⁻¹



An isolated ion of composition C6H10N and charge +1 in a non-equilibrium geometry, computed with the ωB97M-V functional and the def2-TZVPD basis.

Geometry as XYZ:
```
17
Properties=species:S:1:pos:R:3:mulliken_charge:R:1
C -0.937 -1.399 0.009 -0.85
C -1.076 0.041 -0.277 0.84
C -2.389 0.781 0.018 -1.18
C 0.036 0.832 -0.003 -0.37
N 1.401 0.255 -0.043 -0.01
C 2.297 -0.707 0.037 0.07
C 2.875 0.602 0.006 -0.46
H -1.507 -1.778 0.920 0.30
H 0.117 -1.731 0.155 0.13
H -1.359 -1.962 -0.912 0.29
H -2.376 1.905 0.017 0.34
H -2.885 0.451 0.888 0.33
H -3.117 0.480 -0.806 0.34
H 0.163 1.923 0.187 0.31
H 2.345 -1.721 -0.375 0.36
H 3.122 0.962 1.008 0.27
H 3.291 1.067 -0.830 0.29
```

SMILES ... CC(C)=C[N+]1=CC1
Electronic energy ... -288.96520 a.u.
Orbital gap (spin up / spin down) ... 8.25 / 8.25 eV
Total charge ... +1
LUMO (spin up / spin down) ... -0.2076 / -0.2076 hartree
Relative energy (zero: lowest compared OMol25 entry of this formula, charge and spin) ... 309.2 kJ/mol
Molar mass ... 96.2 g mol⁻¹



An isolated ion of composition C6H10N and charge +1 in a non-equilibrium geometry, computed with the ωB97M-V functional and the def2-TZVPD basis.

Geometry as XYZ:
```
17
Properties=species:S:1:pos:R:3:mulliken_charge:R:1
C 2.336 -0.110 -0.023 -0.52
C 1.149 -1.046 -0.006 -0.17
C 0.240 0.099 -0.083 -0.07
C -1.117 0.174 0.041 -0.04
C -2.457 0.831 0.001 -0.38
C -2.300 -0.719 0.058 -0.63
N 1.440 1.102 0.069 -0.10
H 2.932 -0.109 -0.971 0.27
H 2.916 -0.259 0.891 0.31
H 1.277 -1.592 0.950 0.21
H 0.973 -1.783 -0.915 0.29
H -2.607 1.230 -0.965 0.27
H -2.835 1.256 0.900 0.27
H -2.369 -1.291 0.956 0.29
H -2.322 -1.172 -0.926 0.27
H 1.414 1.622 -0.803 0.37
H 1.330 1.768 0.826 0.35
```

SMILES ... C1CC(=C2CC2)[NH2+]1
Electronic energy ... -288.99761 a.u.
Orbital gap ... 10.50 eV
Total charge ... +1
LUMO ... -0.1259 hartree
Relative energy (zero: lowest compared OMol25 entry of this formula, charge and spin) ... 224.1 kJ/mol
Molar mass ... 96.2 g mol⁻¹



An isolated ion of composition C6H10N and charge +1 in a non-equilibrium geometry, computed with the ωB97M-V functional and the def2-TZVPD basis.

Geometry as XYZ:
```
17
Properties=species:S:1:pos:R:3:mulliken_charge:R:1
C -0.555 1.335 -0.720 -0.32
C -1.422 0.496 -0.067 0.40
C 0.198 -0.304 0.281 0.52
C -2.608 -0.291 0.237 -1.10
C 0.642 -1.509 0.814 -1.21
C 2.031 1.187 -0.398 -0.84
N 0.724 0.686 -0.341 0.09
H -0.616 2.302 -1.322 0.39
H -3.346 -0.124 -0.470 0.38
H -3.048 0.125 1.110 0.35
H -2.440 -1.377 0.398 0.29
H 0.618 -1.712 1.853 0.34
H 1.644 -1.823 0.513 0.35
H -0.082 -2.267 0.526 0.31
H 2.096 2.254 -0.286 0.35
H 2.406 1.137 -1.410 0.35
H 2.660 0.659 0.303 0.35
```

Electronic energy ... -288.88502 a.u.
Orbital gap (spin up / spin down) ... 8.21 / 7.85 eV
Total charge ... +1
Spin multiplicity ... 3
LUMO (spin up / spin down) ... -0.1165 / -0.2584 hartree
Relative energy (zero: lowest compared OMol25 entry of this formula, charge and spin) ... 325.2 kJ/mol
Molar mass ... 96.2 g mol⁻¹



An isolated ion of composition C6H10N2 and charge -1 in a non-equilibrium geometry, computed with the ωB97M-V functional and the def2-TZVPD basis.

Geometry as XYZ:
```
18
Properties=species:S:1:pos:R:3:mulliken_charge:R:1
C -0.726 -1.061 1.351 -1.06
C 0.482 -0.165 1.584 -0.54
C 1.138 0.132 0.202 -0.86
C 0.100 0.812 -0.615 0.63
C -0.796 -0.145 -1.286 -0.23
N 0.013 -1.253 -1.955 -0.48
C 0.527 0.133 -2.213 -0.61
N -0.576 1.834 0.027 -0.92
H -0.911 -1.628 2.295 0.32
H -0.793 -1.939 0.392 0.18
H -1.537 -0.497 0.944 0.35
H 1.202 -0.400 2.430 0.39
H 0.021 0.834 1.883 0.28
H 2.072 0.592 0.303 0.49
H 1.444 -0.829 -0.256 0.37
H -1.746 0.136 -1.754 0.37
H 0.372 0.658 -3.204 0.24
H -0.287 2.788 -0.131 0.09
```

Electronic energy ... -343.89319 a.u.
Orbital gap (spin up / spin down) ... 6.95 / 7.05 eV
Total charge ... -1
Spin multiplicity ... 2
LUMO (spin up / spin down) ... 0.1637 / 0.1633 hartree
Relative energy (zero: lowest compared OMol25 entry of this formula, charge and spin) ... 527.3 kJ/mol
Molar mass ... 110.2 g mol⁻¹